DFT (ωB97M-V/def2-TZVPD) results for the ion C4H11N2Se with charge +1 in a non-equilibrium geometry.

Computed properties:
F_max = 3.43 eV/Å
HOMO-LUMO gap = 8.1444 eV
M = 166.11 g mol⁻¹
HOMO level = -0.4382 hartree
Total charge = +1

Each line ends with the natural charge from an NBO analysis.
Atoms and positions in Å:
Se1 2.31 -0.11 -0.06  0.71
N1 -1.71 -1.51 -0.47  -0.72
N2 -0.15 1.73 0.61  -0.83
C1 1.27 -1.29 0.92  -0.83
C2 -0.48 0.79 -0.40  -0.18
C3 -0.98 -0.55 0.17  0.18
C4 0.78 0.64 -1.26  -0.53
H1 -2.04 -2.31 0.00  0.42
H2 -1.52 -1.66 -1.42  0.39
H3 1.71 1.08 0.75  0.18
H4 -0.42 1.41 1.54  0.38
H5 1.51 -2.29 0.78  0.23
H6 0.97 -0.91 1.81  0.21
H7 0.97 1.63 -1.56  0.23
H8 -0.52 2.64 0.62  0.41
H9 -1.20 1.28 -1.00  0.27
H10 -1.30 -0.65 1.24  0.22
H11 0.81 0.09 -2.26  0.25